(1)
Formula: C44H98As2F12N12O8
Source: the OMol25 dataset
Level of theory: the ωB97M-V functional and the def2-TZVPD basis

Values from the calculation:
Highest occupied orbital energy (eV): -15.92
Electronic energy (eV): -235741.1309
Net charge: +4

Last column: Löwdin charge in e.
Element x y z (Å)
C  2.70149  -3.28599  -2.39568  -0.049
C  1.92724  -2.70260  -3.54314  -0.190
N  1.85383  -3.52460  -4.72263  -0.035
C  1.06531  -4.68003  -4.86305  0.032
C  1.59404  -5.37279  -5.90831  0.003
N  2.64607  -4.67041  -6.42170  -0.075
C  2.80847  -3.58414  -5.66360  0.004
C  3.36508  -4.92987  -7.63834  0.021
H  3.72029  -3.35418  -2.74348  0.081
H  2.43035  -4.25692  -2.05417  0.063
H  2.77675  -2.50004  -1.64048  0.093
H  2.38937  -1.75575  -3.87818  0.142
H  0.92583  -2.41207  -3.21929  0.129
H  0.25774  -4.91505  -4.22175  0.131
H  1.20453  -6.30124  -6.23677  0.138
H  3.58787  -2.86198  -5.77569  0.173
H  3.22790  -5.96142  -7.96058  0.117
H  4.39870  -4.79092  -7.48589  0.089
H  3.15506  -4.20277  -8.45533  0.126
C  -2.73146  -5.19708  1.00765  -0.051
C  -2.19945  -6.10367  2.07597  -0.133
N  -2.76006  -5.61645  3.37508  -0.040
C  -3.99638  -5.82976  3.92520  -0.006
C  -4.03709  -5.23590  5.12591  0.000
N  -2.82834  -4.63220  5.26889  -0.056
C  -2.05495  -4.88445  4.23173  -0.016
C  -2.48221  -3.65347  6.34546  0.036
H  -2.46998  -5.51618  0.03069  0.068
H  -2.30332  -4.17153  1.15954  0.097
H  -3.80899  -5.17512  1.02092  0.079
H  -1.12778  -6.20575  2.13783  0.110
H  -2.63603  -7.08804  2.07938  0.128
H  -4.74964  -6.41571  3.38423  0.158
H  -4.85530  -5.17479  5.82232  0.150
H  -1.14032  -4.40127  4.00091  0.140
H  -1.80999  -2.85399  6.04895  0.046
H  -2.13157  -4.24196  7.17428  0.104
H  -3.38705  -3.16977  6.72080  0.106
C  -6.05830  0.36030  -0.67216  -0.070
C  -4.94106  0.03701  0.26352  -0.170
N  -4.56828  1.15297  1.17933  -0.031
C  -3.65002  2.16413  0.93435  0.039
C  -3.64699  2.96555  2.07421  0.022
N  -4.56932  2.39770  2.90933  -0.093
C  -5.07675  1.29704  2.40403  -0.043
C  -4.97276  2.98148  4.20611  0.036
H  -5.81448  1.16092  -1.35570  0.075
H  -6.99642  0.67016  -0.11911  0.109
H  -6.29945  -0.48589  -1.29867  0.082
H  -4.05501  -0.27409  -0.31369  0.129
H  -5.25101  -0.79436  0.89603  0.120
H  -3.23646  2.29154  -0.06153  0.114
H  -3.13496  3.89642  2.29356  0.134
H  -5.70829  0.62383  2.97060  0.175
H  -5.98261  3.45620  4.09990  0.128
H  -4.23257  3.63995  4.58042  0.072
H  -5.04507  2.17926  4.93838  0.098
C  -3.58369  -0.34558  -7.26411  -0.066
C  -4.45336  0.85721  -7.55745  -0.156
N  -3.95083  1.61170  -8.74474  -0.027
C  -3.01630  2.62510  -8.68460  0.005
C  -2.72043  2.95647  -9.95817  0.004
N  -3.46654  2.14047  -10.80296  -0.068
C  -4.18948  1.35678  -10.02794  -0.028
C  -3.33094  1.98479  -12.26669  0.037
H  -2.51807  -0.04127  -7.19287  0.091
H  -3.53357  -0.86799  -8.20673  0.067
H  -3.96899  -0.88957  -6.41359  0.088
H  -4.44614  1.53941  -6.71098  0.118
H  -5.50709  0.56289  -7.62915  0.135
H  -2.66570  3.07792  -7.79695  0.135
H  -2.05308  3.73874  -10.28898  0.143
H  -4.83636  0.54695  -10.33699  0.180
H  -3.44313  0.93524  -12.54993  0.106
H  -2.34301  2.37616  -12.51853  0.104
H  -4.05285  2.59304  -12.83858  0.114
C  1.80588  5.89400  1.25588  -0.031
C  2.34840  5.10655  2.39228  -0.322
C  3.51661  5.81455  3.05689  -0.236
O  2.92904  6.73980  3.88002  -0.198
C  4.00609  7.54752  4.43780  -0.010
N  1.25278  4.87625  3.39128  0.231
H  1.40091  3.99238  3.85703  0.108
H  1.31637  5.59550  4.10399  0.152
H  0.25787  4.86151  3.09702  0.140
H  2.60606  5.96467  0.50843  0.085
H  1.60550  6.90184  1.65382  0.108
H  0.93773  5.46368  0.81460  0.077
H  2.66506  4.11908  2.08550  0.097
H  4.07327  6.30727  2.22050  0.146
H  4.24311  5.22051  3.54972  0.113
H  3.50754  8.08112  5.21149  0.094
H  4.43776  8.07969  3.62489  0.085
H  4.76232  6.82222  4.80527  0.108
C  2.63316  5.27101  -4.73225  -0.014
C  3.41615  5.44564  -3.45697  -0.287
C  3.75676  4.08129  -2.83947  -0.238
O  4.73252  4.28858  -1.88085  -0.202
C  4.80657  3.22309  -0.94473  -0.069
N  4.81420  6.01939  -3.75609  0.254
H  5.05129  5.53364  -4.59227  0.143
H  4.75664  6.98558  -3.99048  0.169
H  5.47870  5.75421  -3.04939  0.153
H  3.38713  5.06221  -5.45675  0.077
H  2.13606  6.19777  -4.97402  0.092
H  1.85116  4.47821  -4.56416  0.124
H  2.99964  6.02296  -2.63799  0.157
H  4.09899  3.35011  -3.68447  0.165
H  2.86109  3.50314  -2.48710  0.152
H  5.59252  3.47845  -0.23424  0.096
H  5.04734  2.26745  -1.42388  0.101
H  3.85116  3.09603  -0.40809  0.087
C  3.97062  -3.80054  3.06214  -0.020
C  2.49980  -4.21821  2.75959  -0.454
C  2.53501  -5.18459  1.65183  -0.183
O  1.21960  -5.47301  1.03754  -0.223
C  1.31322  -6.65067  0.24117  -0.110
N  1.85485  -4.68989  3.93252  0.047
H  2.22282  -3.83654  5.43588  0.085
H  0.84666  -4.62304  3.69724  0.076
H  2.11709  -5.67163  4.20780  0.146
H  4.57702  -3.57360  2.19270  0.078
H  4.48554  -4.63593  3.59036  0.104
H  4.07961  -2.92366  3.67297  0.071
H  1.96346  -3.35143  2.42287  0.134
H  2.88736  -6.14637  2.07314  0.142
H  3.22313  -4.89379  0.87415  0.117
H  1.48457  -7.56676  0.73448  0.076
H  2.06417  -6.30385  -0.52437  0.096
H  0.36131  -6.86036  -0.28009  0.086
C  -1.81458  -0.78974  3.73421  -0.048
C  -0.40041  -0.76362  3.35378  -0.359
C  -0.30630  -0.26636  1.90609  -0.207
O  -0.83952  -1.22940  1.03169  -0.192
C  -0.30954  -1.04976  -0.30898  -0.058
N  0.42764  0.07645  4.25962  0.218
H  1.40761  0.16922  3.90581  0.116
H  0.18867  1.11922  4.25567  0.054
H  0.39544  -0.26017  5.19599  0.128
H  -2.30046  -1.49039  3.02723  0.094
H  -2.23765  0.23000  3.51823  0.096
H  -1.93237  -1.02718  4.81858  0.085
H  0.01865  -1.78193  3.35553  0.139
H  0.79049  -0.15528  1.72438  0.133
H  -0.76770  0.69515  1.84983  0.122
H  0.33767  -0.17401  -0.29873  0.077
H  -1.13727  -0.83290  -1.03739  0.078
H  0.28883  -1.96709  -0.51429  0.085
As  4.03266  1.51013  2.69645  0.703
F  5.43045  0.79824  3.27841  -0.183
F  4.22393  0.60040  1.19220  -0.270
F  2.48474  2.07389  2.04427  -0.283
F  3.73987  2.49734  4.03057  -0.208
F  4.80981  2.87165  2.01125  -0.226
F  3.09101  0.24560  3.51573  -0.278
As  -1.67856  1.89825  -3.08275  0.706
F  -2.14193  0.25815  -2.82581  -0.268
F  -2.49246  1.73974  -4.63854  -0.279
F  -1.31175  3.53868  -3.35673  -0.238
F  -0.88386  1.89834  -1.52516  -0.271
F  -0.13659  1.46888  -3.83184  -0.291
F  -3.14906  2.40594  -2.31327  -0.262
C  -1.52668  2.44250  5.86873  0.012
C  -0.93809  3.19064  4.66829  -0.645
O  0.08366  2.57260  4.22631  -0.092
O  -1.42136  4.25926  4.20562  -0.032
H  -2.54506  2.73258  5.99775  0.048
H  -0.97387  2.79191  6.76094  0.108
H  -1.53705  1.36524  5.80408  0.050
C  0.95707  -2.59486  8.31270  0.035
C  1.08160  -2.98821  6.83072  -0.519
O  0.18769  -2.65153  6.06689  -0.018
O  2.19311  -3.64499  6.44364  0.076
H  1.60232  -1.78070  8.58598  0.088
H  1.24871  -3.47823  8.90924  0.102
H  -0.09540  -2.41540  8.48527  0.076

***

(2)
Formula: C45H101BN5O9
Source: the OMol25 dataset
Level of theory: the ωB97M-V functional and the def2-TZVPD basis

Values from the calculation:
Highest occupied orbital energy (eV): -10.08
Energy above the lowest of the compared OMol25 structures with the same formula, charge and spin (kcal per mole): 144.8
Electronic energy (eV): -74839.5915
Net charge: +1

Last column: Löwdin charge in e.
Element x y z (Å)
C  7.43415  4.90016  -0.64075  -0.121
C  7.05065  4.04515  0.64571  -0.267
C  7.87177  2.67982  0.75566  -0.201
C  7.55700  1.64434  -0.43620  -0.205
C  5.99237  1.54125  -0.80314  -0.223
C  5.78782  0.29292  -1.77489  -0.187
C  4.21810  -0.05866  -1.72121  -0.212
C  3.98990  -1.23055  -0.66950  -0.187
C  2.62982  -2.02684  -0.97519  -0.186
C  1.60347  -2.05147  0.23951  -0.184
C  1.27819  -0.60742  0.85776  -0.134
C  0.10684  0.06946  -0.03587  -0.237
C  -0.95046  0.78392  0.87274  -0.049
N  -1.25861  2.24213  0.64465  -0.066
C  -2.66808  2.62587  0.90255  -0.038
C  -3.67591  2.15136  -0.34880  -0.154
C  -5.13299  1.51807  0.17622  -0.018
O  -3.90136  0.70032  -0.48354  -0.154
C  -0.54481  2.88121  -0.52525  -0.158
C  -0.95273  4.40259  -0.80938  -0.121
C  -1.84100  4.70027  -2.08114  -0.182
C  -1.46313  6.22208  -2.51904  -0.187
C  -0.37142  6.10617  -3.68927  -0.212
C  -0.99388  5.70641  -5.09361  -0.187
C  -0.43567  4.31071  -5.65918  -0.230
C  1.08698  4.38516  -6.10532  -0.251
C  1.73993  2.96133  -6.41121  -0.127
C  -0.22419  1.97103  -1.76719  -0.294
N  0.61489  2.81101  -2.71014  0.102
B  -1.31659  1.20954  -2.62522  -0.490
O  -1.13050  -0.19708  -2.91263  0.110
O  -2.50428  1.74709  -3.26240  0.077
C  0.82383  0.86685  -1.19400  -0.094
H  8.39490  5.47628  -0.48044  0.079
H  6.59536  5.61637  -0.86615  0.070
H  7.61766  4.20818  -1.52118  0.067
H  7.29803  4.67252  1.55527  0.104
H  5.94160  3.84085  0.68370  0.087
H  7.71975  2.15918  1.75189  0.091
H  8.96427  2.95580  0.69360  0.109
H  7.88206  0.61381  -0.09197  0.100
H  8.12776  1.87984  -1.38008  0.107
H  5.69609  2.51338  -1.31140  0.110
H  5.42803  1.45239  0.17049  0.097
H  6.38221  -0.57420  -1.36765  0.102
H  6.02490  0.54256  -2.85272  0.117
H  3.69949  0.91358  -1.44268  0.081
H  3.79315  -0.36983  -2.72022  0.106
H  4.05912  -0.89423  0.41459  0.097
H  4.85561  -1.95378  -0.81097  0.111
H  2.16315  -1.72319  -1.96699  0.100
H  2.95020  -3.11053  -1.13111  0.113
H  0.68740  -2.61428  -0.08999  0.086
H  2.10132  -2.66663  1.05877  0.124
H  2.19850  0.05046  0.90084  0.105
H  0.95827  -0.79424  1.92377  0.108
H  -0.39947  -0.82604  -0.52384  0.139
H  -1.90557  0.16400  0.85028  0.147
H  -0.60238  0.65070  1.95211  0.146
H  -0.79326  2.69185  1.45969  0.192
H  -2.88282  3.69844  1.12478  0.138
H  -3.06639  1.94208  1.71929  0.147
H  -3.71024  2.82132  -1.30954  0.144
H  -5.62597  2.28333  -0.55429  0.088
H  -5.73578  0.67420  -0.26449  0.144
H  0.51973  3.02610  -0.10675  0.166
H  -1.43090  4.91906  0.08491  0.124
H  0.00128  5.00639  -0.97601  0.122
H  -1.60107  4.10150  -2.99825  0.079
H  -2.95851  4.77787  -1.87015  0.112
H  -2.37246  6.71700  -2.99213  0.113
H  -1.11640  6.84591  -1.64760  0.107
H  0.45204  5.41843  -3.33573  0.087
H  0.08051  7.13503  -3.79489  0.109
H  -0.84627  6.46596  -5.90981  0.115
H  -2.10738  5.54392  -4.94046  0.108
H  -0.64959  3.44629  -4.94985  0.070
H  -1.03483  4.08337  -6.60352  0.116
H  1.14814  4.97250  -7.07869  0.113
H  1.68380  4.93530  -5.31000  0.100
H  1.85750  2.78735  -7.52969  0.075
H  2.80267  2.96997  -6.00776  0.071
H  1.15156  2.08590  -6.01297  0.060
H  1.25899  2.20068  -3.23173  0.099
H  1.23770  3.36863  -2.10137  0.094
H  -2.02978  -0.55861  -2.75490  0.122
H  -2.27185  1.92826  -4.19689  0.112
H  1.24030  0.23521  -2.03122  0.120
H  1.72780  1.39765  -0.74041  0.115
C  -12.08643  -1.25508  -1.71813  -0.114
O  -12.25630  -0.07016  -0.95621  -0.200
C  -12.57335  -0.32869  0.41115  -0.210
C  -11.44914  0.17019  1.31272  -0.207
N  -10.25240  -0.65765  1.15860  -0.053
C  -9.07182  -0.10306  1.81946  -0.196
C  -8.50429  1.20571  1.25582  -0.215
O  -7.95755  1.07871  -0.05292  -0.239
C  -8.89393  1.26972  -1.10682  -0.081
H  -11.92920  -0.96792  -2.75870  0.089
H  -11.21323  -1.81854  -1.37588  0.079
H  -12.98034  -1.88255  -1.66427  0.090
H  -12.78396  -1.38605  0.59533  0.123
H  -13.48260  0.23522  0.63940  0.122
H  -11.78003  0.13695  2.35473  0.124
H  -11.24459  1.21384  1.04615  0.105
H  -10.05102  -0.76094  0.17094  0.069
H  -8.28883  -0.86455  1.74843  0.118
H  -9.28614  0.02765  2.88465  0.120
H  -7.66621  1.49576  1.89855  0.114
H  -9.21989  2.03260  1.30486  0.112
H  -9.67757  1.98239  -0.84181  0.094
H  -9.33285  0.31448  -1.40167  0.075
H  -8.35107  1.65836  -1.97096  0.088
C  -0.67457  -10.08573  1.41797  -0.112
O  -1.14882  -9.30078  0.33481  -0.200
C  -2.46953  -8.80376  0.54438  -0.212
C  -2.44799  -7.28145  0.63432  -0.209
N  -1.80203  -6.84233  1.87151  -0.051
C  -1.54566  -5.40397  1.91564  -0.197
C  -0.51653  -4.84561  0.92428  -0.237
O  0.81108  -5.28934  1.16394  -0.188
C  1.15463  -6.50769  0.51733  -0.087
H  0.30036  -10.48905  1.14130  0.089
H  -0.55738  -9.47777  2.31989  0.080
H  -1.35070  -10.92194  1.61642  0.089
H  -2.94250  -9.24222  1.42778  0.123
H  -3.06178  -9.09545  -0.32813  0.121
H  -3.47435  -6.90352  0.60848  0.122
H  -1.91545  -6.90176  -0.24577  0.104
H  -0.91974  -7.33059  1.97126  0.071
H  -1.18955  -5.18239  2.92648  0.119
H  -2.49226  -4.86761  1.79188  0.116
H  -0.49392  -3.76023  1.06330  0.092
H  -0.80516  -5.00837  -0.12016  0.113
H  0.63475  -6.63336  -0.43522  0.092
H  0.95297  -7.35583  1.17494  0.073
H  2.22893  -6.49320  0.32521  0.089
C  3.91164  0.27379  4.13670  -0.117
O  4.70159  -0.62040  3.37122  -0.204
C  5.89091  -0.01517  2.86083  -0.219
C  7.11603  -0.67662  3.48257  -0.204
N  7.22854  -0.33391  4.89961  -0.051
C  8.24649  -1.11093  5.60852  -0.194
C  7.99282  -2.61502  5.76937  -0.221
O  6.88795  -2.92370  6.60862  -0.176
C  5.63829  -2.99281  5.94017  -0.101
H  2.99176  -0.24265  4.41637  0.086
H  4.43383  0.57413  5.04922  0.084
H  3.64710  1.15890  3.54897  0.081
H  5.90602  1.06816  3.01549  0.116
H  5.90764  -0.19404  1.78071  0.098
H  8.01433  -0.33989  2.95613  0.120
H  7.01794  -1.75992  3.34522  0.108
H  6.33307  -0.49174  5.34669  0.069
H  8.32746  -0.67724  6.60956  0.119
H  9.21523  -0.95955  5.12208  0.118
H  8.87011  -3.03681  6.26978  0.122
H  7.91607  -3.13586  4.80885  0.109
H  5.73663  -3.34603  4.91078  0.089
H  5.14171  -2.01943  5.96244  0.069
H  5.00482  -3.69371  6.48666  0.089